{"formula": "C19H39O3P3SSn", "method": "the ωB97M-V functional and the def2-TZVPD basis", "symbols": ["P", "C", "H", "H", "H", "C", "H", "H", "H", "C", "H", "H", "H", "P", "C", "H", "H", "H", "C", "H", "H", "H", "C", "H", "H", "H", "P", "C", "H", "H", "H", "C", "H", "H", "H", "C", "H", "H", "H", "Sn", "C", "O", "C", "O", "C", "C", "C", "C", "C", "C", "H", "H", "H", "H", "H", "H", "C", "S", "C", "O", "H", "H", "H", "H", "H", "H"], "positions_angstrom": [[3.5380, -0.5607, 0.2116], [4.1122, -0.8629, 1.9013], [5.1709, -1.1684, 1.9210], [3.5048, -1.6601, 2.3533], [4.0032, 0.0601, 2.4856], [3.7087, -2.1372, -0.7172], [3.4527, -2.0045, -1.7860], [3.0357, -2.8928, -0.2751], [4.7476, -2.5271, -0.6491], [4.6865, 0.5553, -0.6357], [5.7163, 0.1610, -0.6393], [4.6805, 1.5302, -0.1275], [4.3597, 0.6844, -1.6805], [-0.8635, 3.2351, -0.4104], [-0.9775, 4.1347, 1.1994], [-1.4058, 5.1466, 1.1572], [0.0326, 4.2011, 1.6302], [-1.5941, 3.5268, 1.8776], [0.0082, 4.4243, -1.5108], [0.0103, 4.0219, -2.5359], [1.0502, 4.5148, -1.1709], [-0.4317, 5.4312, -1.5265], [-2.5611, 3.3551, -1.0951], [-2.9213, 4.3863, -1.2149], [-3.2476, 2.8091, -0.4327], [-2.5624, 2.8637, -2.0795], [-2.9961, -2.3710, 0.5728], [-3.7810, -2.8053, 2.0930], [-4.4442, -3.6529, 2.0027], [-4.3384, -1.9451, 2.4418], [-3.0150, -3.0347, 2.8211], [-4.0401, -2.3062, -0.9223], [-4.7577, -3.1433, -0.9713], [-3.4337, -2.3572, -1.8460], [-4.6179, -1.3711, -0.9359], [-1.6672, -3.5151, 0.0757], [-2.0141, -4.5629, 0.1491], [-0.7804, -3.4321, 0.7202], [-1.3584, -3.3954, -0.9809], [0.3624, 0.3323, -1.8442], [1.7068, 0.5096, 0.1289], [1.2908, 1.2035, 1.0415], [-2.4123, -0.6233, 1.0358], [-1.7864, 0.3588, 1.2216], [-1.2007, -0.1684, -3.5103], [-0.5216, -1.3734, -3.2232], [0.8879, -1.4347, -3.3233], [1.6341, -0.2682, -3.6924], [0.9414, 0.9509, -3.9742], [-0.4796, 0.9929, -3.8935], [-2.2894, -0.1520, -3.4454], [-1.0872, -2.2904, -3.0071], [1.3968, -2.4050, -3.1793], [2.7429, -0.3332, -3.7788], [1.5092, 1.8536, -4.2503], [-1.0288, 1.9141, -4.1333], [1.0576, -2.9161, 4.1678], [0.0624, -1.6524, 3.3779], [0.6576, -0.2278, 4.3089], [0.5863, -1.5228, 1.9735], [0.4553, -3.3125, 4.9917], [1.9876, -2.4734, 4.5433], [1.2674, -3.7007, 3.4349], [1.7240, -0.0693, 4.1188], [0.0796, 0.6474, 4.0002], [0.4752, -0.4272, 5.3691]], "forces_ev_per_a": [[0.6, -0.1, 0.8], [0.1, -0.1, 0.1], [-0.3, 0.1, -0.1], [0.1, 0.3, -0.2], [0.0, -0.2, -0.1], [-0.6, -0.2, 0.1], [0.2, 0.0, 0.5], [0.3, 0.3, -0.2], [-0.5, 0.5, 0.0], [-0.2, 0.3, 0.0], [-0.4, 0.0, 0.1], [0.1, -0.2, -0.2], [0.2, 0.1, 0.3], [-0.4, 1.1, -0.3], [0.3, -0.6, 0.2], [0.1, -0.3, -0.4], [-0.3, 0.0, -0.1], [0.2, 0.2, -0.1], [0.5, -0.2, 0.1], [0.0, 0.2, 0.2], [-0.2, 0.0, -0.2], [-0.1, -0.3, 0.1], [-0.1, -0.4, 0.1], [0.2, -0.2, 0.1], [0.0, 0.2, -0.2], [-0.2, 0.2, 0.2], [0.0, -1.5, -1.6], [0.1, 0.4, 0.2], [-0.2, -0.4, -0.3], [-0.3, 0.2, 0.2], [0.3, -0.1, 0.3], [-0.2, 1.1, -0.1], [0.3, 0.1, 0.5], [-0.1, 0.1, 0.7], [-0.1, -0.3, 0.0], [1.0, 0.0, 0.2], [-0.4, 0.4, 0.3], [-0.2, 0.2, -0.1], [-0.3, 0.3, 0.6], [0.0, 2.6, 9.0], [0.0, 2.0, 2.2], [1.9, -2.6, -2.7], [3.7, 4.1, 0.4], [-3.4, -4.4, -0.7], [-0.5, -0.6, -2.4], [-0.3, -0.7, -2.0], [0.4, -0.6, -1.5], [0.3, -0.8, -1.1], [0.3, 0.0, -1.1], [-0.8, -0.4, -1.8], [0.3, 0.2, 0.0], [0.3, 0.5, 0.0], [-0.2, 0.7, 0.1], [-1.0, 0.2, 0.1], [-0.3, -0.5, 0.1], [0.4, -0.4, 0.2], [0.0, 0.1, 0.3], [0.3, 0.1, 0.5], [-0.3, 0.0, 0.0], [-0.1, 0.0, -0.9], [0.3, -0.1, 0.0], [-0.2, -0.2, -0.1], [-0.1, 0.1, 0.1], [-0.2, -0.1, 0.0], [0.1, -0.1, 0.0], [0.0, 0.1, -0.1]], "total_charge": 4, "lumo_ev": [-14.267, -14.253], "max_force_ha_per_bohr": 0.182, "total_energy_ev": -70963.1110}